1.
This record from the OMol25 dataset describes a single C14H26N2O5S molecule. The level of theory is wB97M-V/def2-TZVPD.

Computed properties:
LUMO level	0.52	eV
2S+1	1
SMILES	CC(C)C[C@H]1C(=O)N(S(C)(=O)=O)CCN1C(=O)OC(C)(C)C
energy relative to the best compared isomer or geometry (same formula, charge and spin)	0.0	kcal/mol
DFT total energy	-38992.6168	eV
maximum force	0.09648	hartree/bohr

Last column: Mulliken charge in e.
Cartesian coordinates (Å):
C 1.59586 -2.86987 2.87179  -1.611
C 1.51867 -1.61095 1.96409  1.214
C 2.89048 -1.00521 1.88193  -1.551
C 0.92207 -2.02948 0.64319  -1.363
C 0.74811 -0.95322 -0.42304  0.320
C 0.49848 -1.64755 -1.77994  -0.176
O 1.38758 -2.38044 -2.20755  -0.662
N -0.74684 -1.68373 -2.37494  0.030
S -0.73964 -2.01924 -4.09683  1.226
C -0.30378 -3.74352 -4.37780  -0.923
O -2.08030 -1.80770 -4.68610  -0.687
O 0.21049 -1.10984 -4.77816  -0.653
C -1.79010 -0.73291 -1.90983  -0.573
C -1.73006 -0.37545 -0.42715  -0.963
N -0.34242 -0.03306 -0.01035  0.304
C -0.08965 1.24544 0.48661  0.698
O 1.10636 1.55172 0.60487  -0.624
O -1.15410 2.06866 0.78864  -0.345
C -0.87292 3.42520 1.22596  1.633
C -0.15213 3.46793 2.57318  -1.584
C -2.26394 4.04344 1.38799  -1.732
C -0.14792 4.27160 0.13511  -1.642
H 0.60474 -3.14529 3.22076  0.400
H 2.17501 -2.62266 3.76798  0.427
H 2.07931 -3.71370 2.36063  0.339
H 0.88889 -0.88441 2.47694  0.124
H 3.56745 -1.57494 1.27761  0.341
H 3.34053 -0.91136 2.88334  0.424
H 2.91921 0.02666 1.47957  0.262
H -0.07380 -2.45170 0.80239  0.174
H 1.53486 -2.81644 0.19429  0.572
H 1.69259 -0.43352 -0.57401  0.564
H 0.51894 -4.02216 -3.72468  0.341
H -1.19431 -4.34184 -4.18813  0.320
H 0.00920 -3.82327 -5.42092  0.357
H -2.74181 -1.19975 -2.12510  0.418
H -1.75160 0.22935 -2.48503  0.350
H -2.01118 -1.23753 0.12339  0.303
H -2.44279 0.43378 -0.23169  0.466
H -0.32444 4.43680 3.07929  0.421
H 0.92064 3.29820 2.42355  0.327
H -0.52853 2.68898 3.23829  0.369
H -2.23630 5.11009 1.62339  0.425
H -2.85329 3.91036 0.46644  0.390
H -2.77053 3.50854 2.23109  0.386
H -0.20500 5.35544 0.32313  0.425
H -0.48440 4.11003 -0.86371  0.387
H 0.90227 3.99851 0.14949  0.353

Cartesian forces, eV/Å:
C 0.033 0.618 0.039
C 0.126 -0.613 0.892
C 0.699 1.527 0.159
C -0.195 -0.388 -0.624
C -0.865 0.611 -0.095
C 1.137 -1.957 0.258
O -0.638 1.126 0.203
N -0.376 0.764 -0.253
S -0.420 2.903 -4.002
C 0.044 0.190 0.730
O 1.343 -1.001 2.415
O -0.661 -2.004 2.138
C -0.240 1.178 -0.979
C 1.478 -0.406 -0.509
N -2.060 1.785 -0.292
C 2.799 -0.193 -0.435
O -1.983 0.409 0.343
O 1.114 -1.681 -0.643
C -0.388 1.946 -0.427
C 0.436 -0.004 -0.122
C -0.783 -1.053 0.533
C 0.959 -0.336 1.139
H -0.160 -0.309 -0.130
H -0.014 -0.141 -0.135
H -0.163 0.196 0.115
H -0.314 0.056 -0.083
H 0.428 -0.607 -0.376
H -0.188 -0.182 -0.250
H -0.337 -0.510 0.026
H -0.004 -0.203 0.162
H 0.045 -0.001 0.140
H -0.198 0.406 0.133
H -0.019 0.085 0.034
H 0.052 0.100 0.006
H -0.184 0.338 0.113
H -0.276 0.010 -0.057
H 0.139 -0.872 0.205
H -0.550 -0.854 0.737
H 0.486 -0.171 0.025
H 0.148 -0.396 -0.409
H -0.244 0.111 0.192
H -0.093 -0.025 -0.067
H 0.253 -0.199 -0.005
H 0.167 0.014 0.339
H 0.105 0.488 -0.697
H -0.190 -0.458 0.255
H -0.660 -0.346 -0.647
H 0.214 0.052 -0.097


2.
This record from the OMol25 dataset describes C8H10FHgN as an isolated structure. The level of theory is wB97M-V/def2-TZVPD.

Computed properties:
LUMO level	6.61	eV
2S+1	1
charge	-2
energy relative to the best compared isomer or geometry (same formula, charge and spin)	22.5	kcal/mol
DFT total energy	-16835.4610	eV
maximum force	0.06256	hartree/bohr

Last column: Mulliken charge in e.
Cartesian coordinates (Å):
C 1.34340 0.86234 0.52635  -0.513
C 1.55638 -0.36560 1.23574  -0.449
C 0.78151 -0.31939 2.45463  -0.722
C 0.09344 0.95587 2.47819  -0.655
C 0.46287 1.68108 1.29649  -0.316
Hg -0.92283 -0.58191 0.80568  0.976
C -0.33229 -1.65351 -1.14539  -1.200
C -0.67681 -0.42494 -1.96088  0.910
C -0.03661 -0.09985 -3.12579  -1.152
N -1.64818 0.34188 -1.39013  -0.771
H 0.69338 -1.12439 3.20620  0.381
H 2.17466 -1.21571 0.90368  0.416
H -0.63417 1.27335 3.24301  0.309
H 0.06861 2.66181 0.99917  0.302
H 1.77237 1.11675 -0.45373  0.268
H 0.67618 -2.05887 -1.18216  0.287
H -1.77908 1.30891 -1.65089  0.074
H -1.13097 -2.36871 -0.97509  0.211
H 0.66070 -0.84861 -3.54072  0.266
H -0.30606 0.87006 -3.56100  0.237
F -2.81650 -0.01055 1.83663  -0.859

Cartesian forces, eV/Å:
C 0.866 -0.059 0.834
C 0.868 1.061 0.562
C 0.511 0.521 -0.090
C 0.594 0.264 0.061
C 0.338 -0.386 0.460
Hg -2.447 -1.305 -1.631
C -0.763 0.793 0.974
C -0.899 0.784 0.237
C 0.599 -0.555 -0.234
N 0.124 -1.056 1.126
H 0.103 0.620 -0.493
H -0.518 0.560 0.144
H 0.473 -0.230 -0.589
H 0.157 -0.576 0.143
H -0.389 -0.235 0.519
H -0.127 -0.005 -0.232
H 0.322 -0.047 -0.894
H -0.032 -0.383 -0.788
H -0.220 0.835 -0.182
H 0.464 -0.477 -0.320
F -0.023 -0.126 0.394


3.
This record from the OMol25 dataset describes a single C25H23N3O4S molecule. The level of theory is wB97M-V/def2-TZVPD.

Computed properties:
LUMO level	0.56	eV
2S+1	1
SMILES	O=C(COC(=O)[C@H](Cc1c[nH]c2ccccc12)NC(=O)c1cccs1)NCc1ccccc1
energy relative to the best compared isomer or geometry (same formula, charge and spin)	5.1	kcal/mol
DFT total energy	-49795.8744	eV
maximum force	0.01525	hartree/bohr

Last column: Mulliken charge in e.
Cartesian coordinates (Å):
O -1.43701 -2.85336 1.96485  -0.693
C -1.02395 -1.76553 2.30597  0.853
C -1.95810 -0.59114 2.62160  -0.954
O -1.78760 0.39474 1.60791  -0.099
C -2.88608 1.04697 1.20224  0.178
O -3.96346 0.93869 1.71804  -0.636
C -2.60198 1.86731 -0.05184  -0.254
C -3.27349 1.11168 -1.22077  -1.264
C -2.74480 -0.28526 -1.29128  0.642
C -3.20453 -1.36498 -0.59010  -0.939
N -2.43054 -2.45981 -0.84097  0.153
C -1.43528 -2.10899 -1.70265  -1.102
C -0.41624 -2.86906 -2.26500  -0.713
C 0.44184 -2.24110 -3.14200  -0.633
C 0.30012 -0.88456 -3.45104  -0.703
C -0.70606 -0.12458 -2.90012  0.055
C -1.59745 -0.73496 -2.01512  1.146
N -1.19301 2.01387 -0.29080  0.323
C -0.49779 3.10506 0.11330  0.398
O -1.02723 4.10361 0.56427  -0.730
C 0.96016 3.00127 -0.05570  0.058
C 1.86575 4.00483 0.15302  -0.511
C 3.19724 3.59391 -0.04920  -0.837
C 3.29039 2.28384 -0.40071  -0.364
S 1.75736 1.52281 -0.49969  0.507
N 0.27418 -1.46214 2.46024  -0.104
C 1.33920 -2.43343 2.29635  -1.079
C 2.39780 -1.96106 1.33666  0.195
C 3.68761 -1.69256 1.77488  -0.674
C 4.66047 -1.28103 0.88040  -0.614
C 4.35010 -1.13024 -0.46029  -0.478
C 3.06131 -1.38011 -0.90137  -0.360
C 2.09017 -1.79149 -0.00674  0.579
H -1.71552 -0.15682 3.59786  0.447
H -2.99799 -0.93222 2.62911  0.423
H -3.03022 2.86768 0.07217  0.649
H -4.34971 1.09882 -1.04556  0.512
H -3.06924 1.64744 -2.14830  0.359
H -4.05226 -1.42988 0.06511  0.503
H -2.50249 -3.33648 -0.35189  0.311
H -0.30672 -3.91596 -2.02340  0.405
H 1.23897 -2.80682 -3.60154  0.412
H 0.99402 -0.42975 -4.14305  0.449
H -0.81088 0.92000 -3.15528  0.356
H -0.70426 1.18249 -0.59048  -0.222
H 1.56668 4.99643 0.43999  0.510
H 4.04790 4.24179 0.06345  0.439
H 4.16959 1.70637 -0.60690  0.432
H 0.53902 -0.51412 2.67802  0.245
H 0.86309 -3.34592 1.92604  0.381
H 1.78625 -2.64225 3.27535  0.419
H 3.93667 -1.81677 2.81937  0.352
H 5.66257 -1.08198 1.23105  0.391
H 5.11311 -0.82266 -1.16081  0.468
H 2.80637 -1.25848 -1.94276  0.176
H 1.08730 -1.98859 -0.35415  0.237

Cartesian forces, eV/Å:
O -0.235 -0.453 -0.038
C -0.301 0.713 0.128
C -0.438 -0.329 0.146
O 0.392 -0.045 0.119
C -0.044 0.323 -0.043
O -0.118 -0.010 -0.016
C -0.151 0.187 -0.021
C 0.029 -0.062 0.238
C -0.317 -0.058 0.011
C -0.146 0.259 -0.165
N -0.087 -0.284 0.038
C 0.234 0.310 -0.293
C 0.019 -0.108 -0.043
C -0.019 -0.163 0.044
C 0.106 0.156 -0.135
C 0.001 -0.034 -0.022
C 0.037 -0.433 0.117
N -0.231 -0.177 -0.257
C -0.069 0.061 -0.062
O -0.070 0.117 0.110
C 0.677 -0.161 -0.066
C -0.462 -0.164 -0.027
C 0.136 -0.104 -0.049
C -0.242 -0.246 -0.054
S 0.073 0.672 0.207
N 0.481 0.085 0.064
C 0.003 -0.143 0.029
C 0.034 -0.009 0.039
C -0.088 -0.043 0.016
C 0.130 0.056 -0.006
C 0.097 0.014 -0.013
C -0.014 -0.103 -0.050
C 0.061 -0.074 0.067
H -0.044 -0.014 -0.123
H 0.284 -0.028 0.040
H 0.047 -0.230 0.039
H 0.021 0.066 -0.046
H -0.063 0.065 0.029
H -0.138 -0.014 0.158
H 0.056 0.115 0.026
H 0.036 -0.116 0.004
H 0.067 -0.059 -0.025
H 0.051 0.051 -0.057
H 0.006 0.120 -0.030
H 0.004 0.072 0.046
H -0.111 0.159 0.072
H 0.163 0.078 0.011
H 0.203 -0.078 -0.025
H -0.106 -0.003 -0.005
H 0.095 0.096 0.121
H -0.030 -0.070 -0.142
H 0.008 -0.020 0.113
H 0.082 0.015 0.023
H 0.066 0.031 -0.063
H -0.030 0.010 -0.120
H -0.142 0.003 -0.059